Below is a structure of composition C7H13N2S at a distorted geometry, with properties calculated with ωB97M-V/def2-TZVPD.

Geometry as XYZ:
```
23
Properties=species:S:1:pos:R:3:forces:R:3:nbo_charge:R:1
S -0.106398 -2.001502 -1.745216 1.1715 0.6371 -0.7164 0.57
N -1.017235 1.228027 0.950774 -1.5030 1.7704 0.8586 -0.64
N -2.656078 0.385709 -0.496472 -0.4828 2.7920 0.6748 -0.78
C 1.092137 0.086062 -1.436574 -2.4232 0.9068 1.2917 -0.58
C -0.173761 0.639879 2.038284 1.3407 3.0933 -1.2430 -0.20
C 0.757996 -1.111453 -0.630890 0.2260 0.3234 1.9910 0.19
C 1.176013 0.041810 1.561307 0.4544 0.2776 0.1178 -0.40
C 0.474888 -0.485924 -2.672537 2.6879 -0.7917 -2.6219 -0.46
C -1.588295 0.262755 0.243871 1.1241 -1.2999 -0.3255 0.19
C 1.057433 -1.333532 0.829598 0.9767 0.2725 -0.5010 -0.53
H 1.787840 0.771514 0.919811 -1.0819 -0.8914 0.9382 0.22
H 1.299609 -0.562746 -3.551975 -1.9854 -0.7040 2.0915 0.26
H 0.585721 1.006669 -0.951848 0.3131 -1.4921 -0.8826 0.31
H -0.795776 0.020448 2.591122 -0.6713 -1.7055 0.9925 0.21
H 1.778636 -0.071377 2.484321 -0.2578 -0.2034 -0.5200 0.25
H 1.941305 -2.019722 1.024127 -0.4743 1.0706 -0.7263 0.28
H -2.931700 -0.379092 -1.049660 -0.5706 -0.7509 -0.5301 0.40
H -3.243421 1.249639 -0.500640 0.4218 -0.9385 -0.2509 0.37
H 2.057263 0.437631 -1.582368 2.2592 0.0401 0.1510 0.27
H -1.502456 2.206032 1.183481 1.1751 -2.5139 -0.5943 0.37
H 0.023632 1.506359 2.694965 0.3206 -0.4271 -0.1299 0.21
H -0.287577 0.051581 -3.114669 -1.9286 0.9788 -0.6423 0.24
H 0.270226 -1.928766 1.211188 -1.0921 -0.4441 0.5771 0.26
```
Positions in Å, forces in eV/Å.

Total charge: +1
Energy relative to the best compared isomer or geometry (same formula, charge and spin), kJ/mol: 418.82
Electronic energy, eV: -21275.3070
Orbital gap (alpha / beta), eV: 6.7 / 6.7
Multiplicity: 1

=====

Below is the molecule C4H10O2, with properties calculated with ωB97M-V/def2-TZVPD.

Geometry as XYZ:
```
16
Properties=species:S:1:pos:R:3:forces:R:3:nbo_charge:R:1
O 0.461370 -1.046900 -0.978582 -0.1071 -0.1903 -0.1696 -0.73
O -2.135379 -1.516865 -0.518427 -0.2202 -0.2024 0.0949 -0.74
C -1.440137 -0.701425 0.417077 0.1969 0.2227 0.2173 -0.08
C 0.614063 0.761026 0.571755 -0.0485 0.0047 0.0721 -0.41
C -0.300553 -0.039736 -0.345440 -0.1145 0.2336 0.2052 0.08
C 1.879655 1.233804 -0.138135 0.0415 0.0261 -0.0358 -0.60
H -1.011086 -1.312233 1.224501 -0.0662 0.0658 -0.1290 0.17
H 0.051709 1.618371 0.965396 0.0687 -0.1347 -0.0509 0.20
H -2.108467 0.051482 0.860494 0.1049 -0.0944 -0.1069 0.17
H 0.889816 0.134664 1.430880 -0.0343 0.0565 -0.1177 0.20
H -0.193959 -1.636780 -1.381124 0.2081 0.0150 0.0213 0.48
H -2.571484 -2.230974 -0.041492 0.0152 0.1065 -0.1312 0.48
H 2.520328 1.805346 0.541426 -0.1007 -0.0780 -0.1020 0.21
H 1.639077 1.871609 -0.996434 0.0197 -0.0776 0.1175 0.20
H -0.738161 0.634847 -1.103118 0.0854 -0.1094 0.0682 0.16
H 2.443206 0.373764 -0.508775 -0.0489 0.1561 0.0463 0.22
```
Positions in Å, forces in eV/Å.

Energy relative to the best compared isomer or geometry (same formula, charge and spin), kJ/mol: 58.35
Electronic energy, eV: -8404.9423
Orbital gap, eV: 10.9
Multiplicity: 1

=====

Below is a structure of composition C22H23F2IrN3O3P, with properties calculated with ωB97M-V/def2-TZVPD.

Geometry as XYZ:
```
55
Properties=species:S:1:pos:R:3:forces:R:3:nbo_charge:R:1
Ir -0.107428 -0.358912 -0.838225 -0.1239 0.0493 -0.2906 0.73
P -0.755150 0.936364 1.622607 0.3751 0.1396 0.4365 1.51
F 1.005058 -4.053321 -4.403565 0.0034 0.0143 -0.0004 -0.32
F -0.220328 -5.678366 -0.221234 0.0015 0.0057 -0.0069 -0.31
O -2.061352 -0.479688 -1.322773 0.0447 -0.0118 0.0021 -0.58
O 1.932330 -0.224793 -0.289034 0.0167 -0.1218 0.0988 -0.63
O -3.659679 0.672300 -2.071024 -0.0140 -0.0247 -0.0341 -0.33
N 0.516923 -0.120337 -2.910086 -0.0575 -0.0483 0.0684 -0.48
N -2.485802 0.650688 -1.892190 -0.0221 0.0451 0.0522 0.28
N 3.656803 -0.896109 0.953962 -0.0279 0.0196 -0.0110 -0.75
C -0.040758 4.145754 4.040638 -0.0136 -0.0021 0.0075 -0.20
C 0.012355 -4.641691 -1.037434 0.0054 -0.0046 -0.0216 0.45
C 0.619757 -3.795940 -3.141459 -0.0182 -0.0320 0.0169 0.45
C 2.350544 -0.731267 0.769573 -0.0722 0.0635 -0.0682 0.71
C 0.637434 0.066246 2.441243 0.0174 -0.1139 0.0525 -0.71
C -1.174335 4.225404 4.839813 0.0059 -0.0040 -0.0072 -0.17
C -0.366803 1.969595 0.192432 -0.0583 -0.1225 -0.1412 -0.97
C 0.818036 -1.291248 -4.948445 0.0172 -0.0054 0.0086 -0.22
C 0.453897 -2.481426 -2.713901 0.0104 -0.0192 -0.0200 -0.18
C 0.615404 -1.291547 -3.568895 0.0326 -0.0164 -0.0370 0.20
C 1.411118 -1.128451 1.874684 -0.0431 0.0346 -0.0414 -0.50
C 0.934914 -0.089270 -5.620704 -0.0025 0.0107 -0.0006 -0.13
C -0.161615 -3.359934 -0.545584 -0.0435 0.0161 0.0764 -0.36
C -2.199291 3.309213 4.675611 0.0041 0.0026 -0.0017 -0.18
C 0.063475 3.147630 3.088310 0.0268 -0.0078 0.0066 -0.22
C -2.095967 2.307398 3.718913 -0.0170 -0.0260 0.0133 -0.22
C -0.958182 2.207697 2.923158 -0.2085 0.1117 -0.1580 -0.33
C 0.852271 1.104276 -4.919883 0.0165 -0.0186 -0.0104 -0.25
C 0.075919 -2.269993 -1.370370 0.0549 0.1034 -0.0446 -0.08
C -2.304430 0.029570 1.595159 0.0239 -0.0373 -0.0227 -0.97
C 0.414777 -4.893510 -2.330129 -0.0018 0.0238 0.0062 -0.37
C 0.634020 1.036339 -3.561166 0.0029 0.0254 0.0171 0.08
H 0.739763 -1.883150 1.469267 -0.0267 -0.0235 0.0040 0.27
H 0.871567 -2.220132 -5.488882 0.0105 -0.0044 0.0040 0.25
H 0.940894 2.062396 -5.410262 -0.0047 0.0018 0.0010 0.24
H -2.226877 -0.873507 0.996990 -0.0016 0.0043 0.0006 0.30
H -0.505497 1.545257 -0.842935 0.1164 0.0583 0.0119 0.25
H 0.166149 -0.243942 3.379930 0.0113 0.0108 0.0031 0.27
H -1.258032 5.005824 5.583888 -0.0010 0.0003 0.0007 0.23
H -3.089105 3.371834 5.287027 -0.0003 0.0023 0.0017 0.23
H -2.577463 -0.210017 2.622158 -0.0073 -0.0093 0.0155 0.26
H -3.068586 0.663932 1.142921 -0.0240 -0.0054 0.0241 0.29
H 4.289841 -0.670582 0.201943 0.0003 0.0007 -0.0017 0.43
H 0.955294 3.114759 2.471459 -0.0042 -0.0095 0.0040 0.21
H 1.966362 -1.582401 2.696505 0.0032 -0.0124 -0.0082 0.24
H -0.529725 -3.256277 0.467444 0.0170 0.0240 0.0105 0.22
H 0.634383 2.382218 0.297020 0.0174 -0.0290 -0.0177 0.27
H -2.922022 1.619572 3.606764 0.0023 -0.0190 -0.0181 0.22
H -1.090855 2.787182 0.174570 -0.0401 -0.0377 0.0298 0.30
H 1.326137 0.863872 2.728104 0.0127 -0.0028 -0.0158 0.26
H 1.084934 -0.086603 -6.691985 0.0032 0.0015 -0.0003 0.23
H 0.542682 1.935345 -2.964983 -0.0205 0.0001 0.0027 0.20
H 0.552234 -5.897278 -2.703432 -0.0005 -0.0010 -0.0006 0.26
H 0.759491 4.864005 4.156775 -0.0002 0.0010 0.0011 0.23
H 4.024527 -1.314993 1.789694 0.0015 0.0001 0.0021 0.42
```
Positions in Å, forces in eV/Å.

Total charge: +1
Energy relative to the best compared isomer or geometry (same formula, charge and spin), kJ/mol: 185.65
Electronic energy, eV: -51354.5725
Orbital gap (alpha / beta), eV: 7.7 / 7.7
Multiplicity: 2

=====

Below is the molecule C4H5NO at a distorted geometry, with properties calculated with ωB97M-V/def2-TZVPD.

Geometry as XYZ:
```
11
Properties=species:S:1:pos:R:3:forces:R:3:nbo_charge:R:1
O -1.538212 1.786919 -0.029059 0.7393 1.0420 0.2811 -0.69
N 0.769793 1.362327 0.333833 -0.3277 -0.8340 -0.1797 -0.81
C -0.494976 1.113974 0.066819 -0.8195 -0.5505 -0.2257 0.58
C -0.891561 -0.312586 -0.205888 1.2099 -1.8022 -0.0273 -0.40
C 1.452691 -0.895661 0.135866 -1.2398 1.4207 -0.0206 0.21
C 0.331597 -1.445490 -0.143018 -0.9559 1.9060 0.0893 -0.32
H -1.625533 -0.623564 0.546064 0.1231 -0.0705 -0.3127 0.24
H -0.061147 -2.448339 -0.354648 0.8232 0.3766 0.2009 0.30
H 0.931708 2.369717 0.506398 0.3500 -0.9192 -0.0698 0.38
H -1.306266 -0.376358 -1.218195 0.0136 -0.1557 0.3048 0.24
H 2.431906 -0.530938 0.361823 0.0837 -0.4133 -0.0403 0.26
```
Positions in Å, forces in eV/Å.

Energy relative to the best compared isomer or geometry (same formula, charge and spin), kJ/mol: 442.89
Electronic energy, eV: -7761.9363
Orbital gap (alpha / beta), eV: 7.2 / 7.2
Multiplicity: 1

=====

Below is the molecule C7H14, with properties calculated with ωB97M-V/def2-TZVPD.

Geometry as XYZ:
```
21
Properties=species:S:1:pos:R:3:forces:R:3:nbo_charge:R:1
C -0.686547 -1.821034 -1.071971 0.0075 -0.0132 -0.0468 -0.59
C 1.975467 0.712886 0.355048 -0.0279 0.0204 0.0616 -0.61
C -0.544202 -0.981659 1.308541 0.0363 0.0417 0.0310 -0.61
C -0.924065 1.850543 0.170569 0.0314 0.0083 0.0608 -0.61
C -0.449374 0.705292 -0.696155 -0.1092 0.0652 -0.0712 -0.22
C -0.260314 -0.691177 -0.153343 -0.0388 -0.0643 0.0177 -0.06
C 0.941916 0.125340 -0.580981 0.1251 -0.0261 -0.0693 -0.22
H -0.527900 1.798232 1.188695 -0.0563 0.0087 -0.1535 0.21
H -0.216214 -2.770553 -0.786998 -0.0441 0.1413 -0.0246 0.20
H -0.619520 2.815126 -0.251598 -0.0494 -0.1249 0.0517 0.21
H 1.561096 1.003926 1.324513 0.0425 -0.0639 -0.1408 0.20
H -0.849707 0.745612 -1.709853 0.0650 -0.0294 0.1490 0.21
H -0.067391 -0.274176 1.992542 -0.0812 -0.0839 -0.1225 0.21
H -2.017620 1.847784 0.246706 0.1455 0.0166 -0.0170 0.21
H 2.412924 1.614212 -0.091612 -0.0433 -0.1343 0.0752 0.21
H -0.185181 -1.983701 1.573006 -0.0261 0.1446 -0.0440 0.21
H -1.624017 -0.956132 1.504071 0.1480 -0.0177 -0.0336 0.21
H -1.774790 -1.960737 -1.036351 0.1448 -0.0006 0.0212 0.21
H -0.413442 -1.610703 -2.112356 -0.0416 -0.0062 0.1508 0.21
H 1.378004 -0.198896 -1.526526 -0.0978 0.0492 0.1271 0.21
H 2.791604 0.006271 0.542628 -0.1307 0.0685 -0.0227 0.21
```
Positions in Å, forces in eV/Å.

Energy relative to the best compared isomer or geometry (same formula, charge and spin), kJ/mol: 68.59
Electronic energy, eV: -7485.5835
Orbital gap, eV: 10.5
Multiplicity: 1

=====

Below is the molecule C6H13NO at a distorted geometry, with properties calculated with ωB97M-V/def2-TZVPD.

Geometry as XYZ:
```
21
Properties=species:S:1:pos:R:3:forces:R:3:nbo_charge:R:1
O 1.502563 0.602813 1.810028 -0.3487 -0.2990 0.0646 -0.49
N 1.386668 0.859011 0.594738 -2.1196 -0.8105 -4.3459 0.14
C 0.550009 0.277425 -0.420810 1.4466 0.7768 4.7307 -0.06
C -1.023687 -1.499810 -1.392906 -1.3578 2.0897 1.2426 -0.60
C 2.385131 1.912047 0.118672 -3.7625 0.3702 0.0143 -0.43
C -0.364553 -1.543379 1.039851 -1.3302 2.1650 -0.9369 -0.62
C -1.800733 0.526521 0.105455 0.3317 -1.6894 3.5767 -0.60
C -0.728876 -0.584504 -0.174192 1.6679 0.4782 1.5252 -0.06
H 2.972936 1.995471 0.940079 1.6764 0.9096 2.4219 0.23
H 0.100428 -2.351741 0.596218 0.9728 -1.9287 -0.5528 0.19
H -1.399004 1.289455 0.870947 -0.7581 -1.3875 -0.8846 0.22
H 0.531925 0.904349 -1.257009 0.4333 0.6970 -1.4227 0.18
H -1.901946 1.036844 -0.765336 -0.6862 1.6653 -2.7082 0.19
H -0.668383 -1.077867 -2.303479 0.7811 -0.0694 -0.7758 0.21
H -1.180350 -1.859337 1.657039 -0.7320 -0.1597 0.1165 0.21
H -0.674261 -2.448160 -1.088597 0.3821 -1.1374 -0.7244 0.22
H 1.933072 2.851753 -0.254326 -0.0865 -0.5712 0.6707 0.21
H -2.809651 0.106572 0.433455 1.3187 0.5145 -0.3491 0.21
H -2.102691 -1.491670 -1.516101 -0.3003 -0.4924 0.0377 0.21
H 0.344862 -1.045079 1.633024 0.6507 0.4108 1.0504 0.25
H 2.946543 1.539288 -0.626748 1.8203 -1.5317 -2.7509 0.20
```
Positions in Å, forces in eV/Å.

Energy relative to the best compared isomer or geometry (same formula, charge and spin), kJ/mol: 460.04
Electronic energy, eV: -9966.4064
Orbital gap (alpha / beta), eV: 9.0 / 9.0
Multiplicity: 1